Model 1:
Computed, not measured: a molecular structure, C28H21Br2N3O4S5Ta, with ωB97M-V/def2-TZVPD.

Structure (XYZ):
```
64
Properties=species:S:1:pos:R:3:mulliken_charge:R:1
C -0.366 3.567 -3.049 -0.58
C -5.106 -3.090 -1.121 -0.52
H 2.250 -4.425 3.161 0.47
C 0.573 3.660 -2.021 -0.74
S -1.323 3.089 2.052 -0.16
C 2.441 -3.644 2.438 -1.32
Br 4.093 0.996 -2.251 -0.20
S -2.096 1.378 1.199 -0.30
C -3.044 -1.250 -1.111 -0.10
H -4.271 -0.064 0.170 0.58
S -0.066 2.242 3.413 -0.09
N 1.578 -1.696 1.357 0.43
C 0.025 -3.110 -0.815 -0.37
O 1.827 0.287 -0.321 0.32
C 2.748 -1.622 0.664 0.50
C -1.231 2.495 -3.063 -0.39
H -0.414 4.326 -3.820 0.37
C 0.662 2.692 -1.035 -0.65
H 0.933 -0.416 -2.630 0.24
Br 6.418 -3.560 0.153 -0.27
C 0.245 -1.756 -1.090 1.15
H -3.857 -4.234 -2.439 0.41
S 1.223 1.318 2.086 -0.18
H -5.907 -3.818 -1.119 0.39
H -3.579 -1.530 3.971 0.47
C -4.196 -0.989 -0.385 -0.28
C 3.977 -0.414 -1.002 -0.41
H 4.381 -4.335 1.875 0.33
C 0.721 -1.448 -2.370 -0.27
C 4.954 -2.356 0.012 0.06
H 1.306 -2.148 -4.311 0.42
H 1.253 4.503 -1.995 0.42
O -0.814 -0.956 3.294 -0.59
H 0.541 -2.716 2.803 0.32
C 2.827 -0.533 -0.246 -0.51
N -1.985 -0.261 -1.100 1.85
H 0.100 -5.142 -1.497 0.44
C 5.038 -1.321 -0.873 -0.39
H -1.989 2.374 -3.826 0.48
C 3.606 -3.594 1.736 -0.96
C 1.448 -2.668 2.228 -0.07
H -4.038 -1.952 2.290 0.22
C 0.726 -3.767 -3.024 -0.70
S -1.732 -1.830 2.603 1.35
H 5.920 -1.193 -1.484 0.43
Ta -0.107 -0.088 0.448 1.23
C -0.195 1.584 -1.019 0.59
H 0.914 -4.536 -3.763 0.37
H 1.414 2.788 -0.264 0.40
H -6.134 -1.713 0.167 0.42
O -1.529 -1.617 1.112 -1.35
H -2.024 -2.574 -2.448 0.42
C -2.918 -2.402 -1.865 -0.01
C -5.229 -1.914 -0.394 -0.73
C -3.393 -1.341 2.916 -0.88
C -1.134 1.539 -2.051 0.33
C -3.955 -3.324 -1.860 -1.00
H -3.489 -0.283 2.681 0.18
C 3.801 -2.544 0.812 0.60
O -1.656 -3.236 2.925 -0.66
N -2.085 0.517 -2.063 -1.35
C 0.946 -2.430 -3.328 -0.72
H -0.365 -3.407 0.151 0.14
C 0.273 -4.103 -1.755 -0.57
```

Properties
orbital gap	6.84	eV
E_LUMO	1.99	eV
total charge	-1


Model 2:
Computed, not measured: a molecular structure, C28H21Br2N3O4S5Ta, with ωB97M-V/def2-TZVPD.

Structure (XYZ):
```
64
Properties=species:S:1:pos:R:3:mulliken_charge:R:1
C -2.220 2.805 2.576 0.73
H 0.864 -2.032 -2.590 0.23
C -2.447 -1.779 -1.962 -0.44
C -2.715 0.516 1.794 0.22
S 2.030 -3.807 2.121 -0.10
N 1.359 -0.136 -1.035 1.20
H 5.937 0.132 -0.927 0.36
C 0.001 1.345 -1.984 -0.21
N 1.286 0.800 -1.854 -1.12
H -1.523 4.790 3.072 0.34
S -0.031 -3.569 2.307 -0.15
C -3.506 2.823 3.173 0.03
H -3.459 2.879 -2.469 0.46
O -2.269 -0.529 1.110 -0.41
S -0.618 -3.101 0.347 -0.33
O 0.899 0.508 3.631 -0.73
C 2.928 -1.094 3.287 -1.09
H 3.695 1.129 -1.280 0.44
C -0.689 -2.640 -3.903 -0.82
H -5.327 1.785 3.526 0.43
H 3.536 -0.567 4.020 0.47
C 5.163 -1.818 -0.454 -0.60
C -4.346 1.754 3.073 -0.32
O 1.119 -0.683 1.514 -1.17
H 1.103 2.359 0.713 0.49
C -3.954 0.596 2.370 -0.16
C -0.150 2.391 -2.895 -0.24
H -3.162 -1.466 -1.208 0.40
C -1.072 -1.619 -1.727 0.28
Br -5.153 -0.844 2.209 -0.18
H -1.543 3.768 -3.766 0.38
S 1.836 0.102 2.616 1.60
H 4.075 -3.631 0.029 0.13
N -0.654 1.480 1.276 0.84
C -2.305 1.400 -1.446 -0.74
C 0.171 2.497 1.240 -0.33
H 6.142 -2.248 -0.281 0.40
S 2.450 -5.150 0.669 -0.50
Ta -0.504 -0.725 0.274 3.08
C 5.050 -0.480 -0.821 -0.70
C -0.112 3.715 1.886 -1.37
H -3.999 -2.458 -3.266 0.41
H 1.894 -2.647 -0.319 0.38
C -1.054 0.813 -1.234 0.70
C -2.473 2.447 -2.336 -0.83
C -2.929 -2.345 -3.129 -0.70
C -1.846 1.631 1.908 0.10
C -1.397 2.953 -3.068 -0.66
H 2.349 -1.890 3.747 0.29
C -0.210 -2.080 -2.722 -0.10
C 2.773 -2.036 -0.487 0.60
Br -4.090 4.363 4.111 -0.24
C 2.671 -0.706 -0.867 -0.65
C -2.050 -2.772 -4.117 -0.54
H 3.537 -1.493 2.478 0.24
C -1.288 3.866 2.561 -0.91
H 0.016 -2.988 -4.648 0.43
H 0.618 4.509 1.845 0.45
C 4.027 -2.595 -0.285 -0.69
H -3.173 1.029 -0.910 0.32
H -2.423 -3.215 -5.032 0.36
C 3.804 0.084 -1.027 -0.51
H 0.716 2.735 -3.446 0.49
O 2.636 1.142 2.011 -0.68
```

Properties
orbital gap	4.56	eV
E_LUMO	1.17	eV
total charge	-1


We find model 1 to be the most stable, with the next structure 0.0325 hartree higher.


Model 1:
Computed, not measured: a gas-phase ion, H4NO2SSi (charge -1), with ωB97M-V/def2-TZVPD.

Structure (XYZ):
```
9
Properties=species:S:1:pos:R:3:mulliken_charge:R:1
O 0.183 -0.661 -1.452 -0.52
Si -0.447 0.829 -0.228 0.32
H 0.236 1.755 -1.200 -0.18
N -0.121 -0.580 0.784 -0.33
S 0.501 -1.627 -0.312 0.49
H -1.851 0.535 -0.295 -0.17
H -0.820 1.897 1.047 -0.21
H 0.336 -0.563 1.648 0.26
O 1.983 -1.584 0.007 -0.67
```

Properties
orbital gap	8.58	eV
E_LUMO	3.93	eV
total charge	-1


Model 2:
Computed, not measured: a gas-phase ion, H4NO2SSi (charge -1), with ωB97M-V/def2-TZVPD.

Structure (XYZ):
```
9
Properties=species:S:1:pos:R:3:mulliken_charge:R:1
N -1.300 0.709 -0.931 -0.50
O 2.102 -1.371 1.322 -0.58
H -1.970 -0.086 -0.916 0.22
H 1.141 1.382 -1.008 -0.21
S 0.804 -1.754 0.702 0.35
H 0.697 1.261 1.081 -0.15
H -1.355 1.306 -1.775 0.20
O -0.384 -1.932 1.603 -0.61
Si 0.264 0.485 -0.077 0.30
```

Properties
orbital gap	6.56	eV
E_LUMO	3.87	eV
total charge	-1


We find model 1 to be the most stable, with the next structure 0.0066 hartree higher.


Model 1:
Computed, not measured: 3 unconnected molecules or ions with the total composition C7H18N2, with ωB97M-V/def2-TZVPD.

Structure (XYZ):
```
27
Properties=species:S:1:pos:R:3:mulliken_charge:R:1
H 0.740 2.609 -0.327 0.26
H -0.034 1.673 1.944 0.22
C -0.167 -0.309 1.363 -0.18
H 2.253 1.582 -0.625 0.31
H -0.003 -1.317 3.281 0.41
H 1.312 0.743 2.324 0.19
H -0.322 -1.903 -1.941 0.26
H 1.648 -1.316 0.367 0.44
H -2.741 1.968 -1.188 0.38
N 0.515 0.859 1.714 -0.28
H -1.319 3.005 -1.199 0.38
H -1.005 1.001 -2.648 0.44
H -1.175 -0.135 1.013 0.24
H -0.390 -2.640 -0.343 0.19
H 1.028 -1.992 2.016 0.31
H -1.647 1.970 0.196 0.23
C 0.286 -2.236 -1.095 -1.00
C 1.136 -1.117 -0.565 -0.48
H -0.703 -2.283 1.977 0.34
H 0.908 -3.060 -1.468 0.38
N 0.508 0.749 -1.278 -0.11
C 0.045 -1.525 2.203 -1.31
C -1.692 2.027 -0.892 -1.30
H 1.942 -0.874 -1.250 0.35
C -0.916 0.889 -1.561 -0.38
H -1.383 -0.062 -1.303 0.24
C 1.178 1.694 -0.713 -0.52
```

Properties
orbital gap (spin up / spin down)	7.00 / 7.17	eV
E_LUMO (spin up / spin down)	0.99 / 1.01	eV


Model 2:
Computed, not measured: a molecular structure, C7H18N2, with ωB97M-V/def2-TZVPD.

Structure (XYZ):
```
27
Properties=species:S:1:pos:R:3:mulliken_charge:R:1
H 0.248 -0.432 1.771 0.46
C 2.259 0.242 -0.080 -1.69
H -0.557 1.273 -0.901 0.48
N -0.343 0.070 -0.216 0.03
H 0.835 1.867 -2.542 0.35
H -2.051 -1.125 -0.033 0.34
H 2.280 1.025 0.675 0.41
H -1.501 -0.966 3.259 0.28
C -2.213 -0.494 2.578 -0.80
C -1.073 -1.163 -0.506 -1.04
H 0.297 1.288 1.317 0.25
H -3.020 -0.082 3.185 0.33
H 2.317 -0.732 0.413 0.32
H -1.229 -1.258 -1.578 0.32
C 1.041 0.343 -0.993 1.61
C 0.660 1.731 -1.476 -1.45
H -2.166 1.157 1.320 0.24
C 1.189 -0.641 -2.150 -2.07
H 0.366 -0.560 -2.859 0.52
N -1.547 0.589 1.881 -0.32
H 3.152 0.373 -0.693 0.46
H 1.161 2.523 -0.919 0.26
H -0.547 -2.051 -0.135 0.34
H 2.099 -0.386 -2.691 0.48
H 1.265 -1.674 -1.807 0.37
C -0.281 0.367 1.238 -0.76
H -2.640 -1.284 1.943 0.26
```

Properties
orbital gap	8.45	eV
E_LUMO	0.88	eV


Model 3:
Computed, not measured: a molecular structure, C7H18N2, with ωB97M-V/def2-TZVPD.

Structure (XYZ):
```
27
Properties=species:S:1:pos:R:3:mulliken_charge:R:1
C 1.478 0.085 0.255 1.57
H 1.627 1.937 -0.892 0.38
C 2.102 -0.513 1.508 -1.82
H -3.362 0.362 -2.236 0.19
H 3.202 -0.552 1.437 0.44
H -3.291 0.153 0.599 0.30
H -1.556 -1.997 1.200 0.21
H -3.204 1.656 -0.343 0.33
H 1.306 -0.369 -1.868 0.33
H 3.092 1.525 -0.041 0.44
N -2.986 -0.181 -1.462 -0.49
N -1.021 -1.523 0.486 -0.31
H -0.638 0.653 -1.206 0.22
H -0.961 -1.995 -0.422 0.21
H 1.767 -1.539 1.685 0.37
C 1.994 1.498 0.041 -1.77
C -2.837 0.630 -0.268 -0.60
H -0.587 0.007 1.813 0.33
C -0.568 -0.257 0.757 -0.11
H 2.825 -0.875 -1.164 0.46
H 1.876 0.086 2.398 0.38
C 1.747 -0.786 -0.956 -1.67
H -0.649 1.815 0.208 0.34
H 1.366 -1.803 -0.817 0.33
H -3.611 -0.984 -1.431 0.21
C -0.821 0.809 -0.149 -0.62
H 1.709 2.158 0.867 0.35
```

Properties
orbital gap	7.29	eV
E_LUMO	0.94	eV


We find model 2 to be the most stable, with the next structure 0.0296 hartree higher.


Model 1:
Computed, not measured: 4 unconnected molecules or ions with the total composition C4H14O3, with ωB97M-V/def2-TZVPD.

Structure (XYZ):
```
21
Properties=species:S:1:pos:R:3:mulliken_charge:R:1
H 1.613 -1.028 1.516 0.23
H -2.167 -6.504 -1.948 0.31
H 0.446 2.606 -0.657 0.30
H 0.145 3.221 0.975 0.45
C 1.751 1.756 0.776 -0.61
H -0.251 -0.232 -1.710 0.30
O -1.118 0.089 -1.445 -0.63
H 2.353 2.711 0.660 0.33
H 2.331 0.656 -1.062 0.39
C 2.134 0.372 -0.048 -0.21
C 2.025 -0.857 0.491 -0.64
C 0.293 2.320 0.379 -0.89
O -2.045 -6.276 -2.878 -0.62
H -2.603 2.300 1.853 0.31
H 1.732 1.546 1.903 0.29
H -0.520 1.586 0.764 0.11
H -1.127 -6.522 -2.823 0.31
H -3.214 1.418 2.707 0.31
O -2.857 2.281 2.773 -0.62
H 2.508 -1.821 0.118 0.24
H -1.428 0.376 -2.345 0.32
```

Properties
orbital gap	10.32	eV
SMILES string	C=CCC.O.O.O
E_LUMO	0.66	eV


Model 2:
Computed, not measured: 4 unconnected molecules or ions with the total composition C4H14O3, with ωB97M-V/def2-TZVPD.

Structure (XYZ):
```
21
Properties=species:S:1:pos:R:3:mulliken_charge:R:1
C -0.548 -1.839 -0.614 -0.07
H -0.572 -1.744 -2.747 0.25
C -0.014 -1.659 -1.812 -0.75
O 1.568 3.106 -0.154 -0.68
H 1.524 2.460 -0.867 0.33
H 0.353 0.129 5.343 0.32
C -2.012 -1.974 -0.268 -0.42
H 1.244 2.662 0.636 0.32
H 1.069 -1.624 -1.881 0.27
H -2.816 -0.677 -1.851 0.31
H 0.078 -1.622 0.254 0.27
H 3.422 3.501 -1.040 0.35
H 1.583 -0.830 5.063 0.32
O 3.857 3.494 -1.904 -0.64
O 0.630 -0.708 4.962 -0.64
H -2.096 -2.081 0.815 0.30
C -2.898 -0.844 -0.776 -1.02
H 4.576 4.127 -1.796 0.32
H -2.647 0.074 -0.247 0.28
H -3.933 -0.998 -0.498 0.33
H -2.370 -2.952 -0.620 0.26
```

Properties
orbital gap	10.14	eV
SMILES string	C=CCC.O.O.O
E_LUMO	0.43	eV


We find model 2 to be the most stable, with the next structure 0.0543 hartree higher.


Model 1:
Computed, not measured: 4 unconnected molecules or ions with the total composition C4H14O3, with ωB97M-V/def2-TZVPD.

Structure (XYZ):
```
21
Properties=species:S:1:pos:R:3:mulliken_charge:R:1
H -3.718 0.009 -1.832 0.33
C 0.668 2.422 1.703 -0.99
O -4.567 -0.027 -2.268 -0.64
H 3.259 -1.370 2.263 0.33
H 1.114 0.138 3.048 0.28
H 2.674 -0.994 0.613 0.21
O -1.296 0.867 -1.440 -0.63
H 0.607 -3.189 -2.472 0.31
H -0.621 0.979 -2.084 0.30
H 1.384 0.892 0.196 0.23
H -0.119 2.678 0.985 0.27
C 1.379 1.183 1.253 -0.07
C 2.402 -1.039 1.681 -1.06
C 1.583 0.128 2.059 -0.08
H -4.820 0.875 -2.457 0.31
O 0.877 -3.048 -1.561 -0.63
H 0.156 2.259 2.656 0.32
H 1.784 -1.958 1.625 0.29
H 1.661 -2.481 -1.664 0.31
H -1.063 0.105 -0.912 0.33
H 1.396 3.220 1.730 0.27
```

Properties
orbital gap	9.39	eV
SMILES string	C/C=C/C.O.O.O
E_LUMO	0.34	eV


Model 2:
Computed, not measured: 3 unconnected molecules or ions with the total composition C4H14O3, with ωB97M-V/def2-TZVPD.

Structure (XYZ):
```
21
Properties=species:S:1:pos:R:3:mulliken_charge:R:1
O 2.696 0.565 -1.199 -0.66
H -1.997 -1.027 -0.300 0.32
H 0.152 1.034 -0.201 0.08
O -0.252 -1.382 0.755 -0.60
H 2.476 1.491 -1.354 0.31
H 2.573 0.495 -0.235 0.35
H -1.540 2.316 1.203 0.37
O 1.959 0.214 1.531 -0.68
H 1.205 -0.401 1.418 0.39
H -0.465 -2.316 0.684 0.30
C -0.899 0.748 -0.127 -0.32
H -2.659 0.957 1.221 0.34
H 2.471 -0.200 2.230 0.29
H -0.264 -2.271 -1.676 0.36
C -1.604 1.232 1.135 -1.32
H 0.748 -0.813 -1.630 0.29
H -1.327 1.282 -0.966 0.45
C -0.934 -0.754 -0.354 0.31
C -0.285 -1.178 -1.663 -1.22
H -1.166 0.815 2.032 0.29
H -0.887 -0.808 -2.504 0.35
```

Properties
orbital gap	11.23	eV
SMILES string	CC[C@@H](C)O.O.O
E_LUMO	0.66	eV


We find model 2 to be the most stable, with the next structure 0.0546 hartree higher.


Model 1:
Computed, not measured: 4 unconnected molecules or ions with the total composition C4H14O3, with ωB97M-V/def2-TZVPD.

Structure (XYZ):
```
21
Properties=species:S:1:pos:R:3:mulliken_charge:R:1
O -3.360 0.017 -0.645 -0.66
H -3.257 -0.318 0.249 0.31
H -0.125 -5.157 -0.599 0.32
H 1.127 -4.558 -0.186 0.31
H 0.064 -0.020 -1.334 0.42
O -2.137 1.148 3.604 -0.63
H 2.804 0.867 1.376 0.25
C 2.569 1.423 0.477 -0.75
H 1.545 2.616 -1.477 0.33
H 2.557 -0.168 -0.942 0.36
C 0.126 0.951 -1.814 -1.03
H -0.155 0.818 -2.861 0.30
H -3.014 1.475 3.374 0.32
C 2.372 0.876 -0.713 -0.19
O 0.456 -5.153 0.174 -0.63
H 2.101 1.565 -2.700 0.31
H -0.539 1.718 -1.423 0.26
H 2.740 2.489 0.548 0.26
H -1.855 1.763 4.290 0.31
H -2.521 0.381 -0.899 0.34
C 1.526 1.564 -1.772 -0.51
```

Properties
orbital gap	9.98	eV
SMILES string	C=CCC.O.O.O
E_LUMO	0.52	eV


Model 2:
Computed, not measured: 3 unconnected molecules or ions with the total composition C4H14O3, with ωB97M-V/def2-TZVPD.

Structure (XYZ):
```
21
Properties=species:S:1:pos:R:3:mulliken_charge:R:1
C 1.659 -0.295 0.892 -0.38
O -1.843 5.144 -1.691 -0.64
C -0.690 -1.285 1.156 -0.43
H 2.030 1.716 0.116 0.32
O -2.033 -1.190 0.686 -0.64
H 3.454 0.834 0.660 0.37
H 2.718 0.451 -0.871 0.31
H -2.006 -0.854 -0.227 0.34
H -2.167 -2.905 -0.448 0.37
H 1.558 0.048 1.920 0.30
H -1.239 5.463 -2.366 0.32
H -2.536 -3.554 -1.786 0.30
H -1.291 4.770 -0.999 0.32
C 2.491 0.728 0.163 -1.30
O -1.800 -3.435 -1.179 -0.64
H 0.361 -1.084 -0.703 0.30
H -0.654 -0.866 2.163 0.39
H -0.427 -2.328 1.267 0.26
H -0.144 0.408 -0.002 0.36
C 0.309 -0.560 0.266 -0.55
H 2.251 -1.206 0.981 0.32
```

Properties
orbital gap	11.13	eV
SMILES string	CCCCO.O.O
E_LUMO	0.56	eV


We find model 2 to be the most stable, with the next structure 0.0481 hartree higher.


Model 1:
Computed, not measured: 2 unconnected molecules or ions with the total composition C5H5N2P, with ωB97M-V/def2-TZVPD.

Structure (XYZ):
```
13
Properties=species:S:1:pos:R:3:mulliken_charge:R:1
H -3.040 1.107 -0.929 0.43
H 2.364 -2.042 -0.225 0.34
C 2.554 -0.086 0.115 -0.24
N 0.646 1.341 0.179 -0.43
C 1.938 1.198 -0.019 0.05
H 3.675 -0.322 0.028 0.25
H 2.616 1.947 -0.301 0.38
C -4.184 -0.417 0.147 -0.28
H -4.768 -0.981 0.796 0.37
N 0.413 -1.229 0.067 -0.45
C -3.586 0.533 -0.255 -0.52
P -0.397 0.145 0.415 0.08
C 1.767 -1.193 -0.017 0.03
```

Properties
orbital gap	9.22	eV
SMILES string	c1cnpnc1.C#C
E_LUMO	-0.21	eV


Model 2:
Computed, not measured: 2 unconnected molecules or ions with the total composition C5H5N2P, with ωB97M-V/def2-TZVPD.

Structure (XYZ):
```
13
Properties=species:S:1:pos:R:3:mulliken_charge:R:1
H -2.635 -0.062 0.474 0.31
N 0.842 -2.123 0.616 -0.52
C 0.330 1.825 -1.717 -0.46
H 1.548 -1.047 2.177 0.43
P -0.359 0.217 1.419 -0.02
H 0.006 -2.884 -1.110 0.41
C -0.166 -2.207 -0.291 0.15
H -1.034 -0.002 -1.789 0.66
N -1.313 -1.566 -0.383 -0.60
C -0.322 0.833 -1.789 -0.56
H 0.843 2.681 -1.986 0.40
C -1.589 -0.529 0.376 -0.08
C 0.764 -1.123 1.494 -0.13
```

Properties
orbital gap	8.94	eV
SMILES string	c1ncpcn1.C#C
E_LUMO	-0.44	eV


We find model 1 to be the most stable, with the next structure 0.0276 hartree higher.